Entry from the Open Molecules 2025 dataset: C10H11IN2O as an isolated structure at a distorted geometry (wB97M-V/def2-TZVPD).

Geometry (Å):
C -1.32 0.95 0.71
C -0.45 1.88 -1.36
C -0.72 -0.27 0.41
C 0.10 0.67 -1.62
C -1.11 2.03 -0.13
C 0.10 -0.41 -0.72
C 3.46 -1.64 0.09
C 2.67 -2.90 -0.30
C 1.18 -2.57 -0.16
C -1.49 3.45 0.28
N 0.81 -1.45 -1.01
N 3.16 -0.59 -0.64
O 4.31 -1.74 0.89
I 2.84 1.15 0.26
H -2.10 1.00 1.44
H -0.44 2.63 -2.15
H -0.72 -1.03 1.18
H 0.66 0.71 -2.54
H 2.88 -2.88 -1.43
H 3.04 -3.60 0.41
H 0.57 -3.35 -0.57
H 1.03 -2.26 0.95
H -1.50 3.82 1.32
H -0.58 4.00 -0.12
H -2.37 3.72 -0.23

Values from the calculation:
HOMO level (spin up / spin down)	-0.287 / -0.287	Eh
total energy	-869.9120	Eh
molar mass	302.11	Da
strongest force on any atom	0.1020	Eh/bohr
total charge	0
frontier orbital gap (spin up / spin down)	5.6 / 5.6	eV